Entry from the OMol25 dataset: a cluster of 10 separate species, C51H52O17 in total (ωB97M-V/def2-TZVPD).

```
120
Properties=species:S:1:pos:R:3:mulliken_charge:R:1
O 1.955 6.697 5.361 -0.506
C 1.659 6.437 4.249 0.217
C 2.322 5.318 3.499 -0.775
C 1.726 4.867 2.140 0.075
C 0.555 5.538 1.498 0.354
O 0.181 5.156 0.524 -0.338
C -0.020 6.607 2.243 -0.438
C 0.553 7.087 3.526 -0.521
H 3.119 4.727 3.757 0.628
H 2.390 4.132 1.704 0.523
H -0.813 7.168 1.636 0.329
H -0.028 7.897 3.870 0.454
O 5.167 -2.250 -1.758 -0.564
C 5.169 -2.536 -0.593 0.418
C 6.424 -2.489 0.231 -0.580
C 6.304 -2.996 1.601 -0.317
C 5.036 -3.198 2.349 0.431
O 4.972 -3.236 3.582 -0.554
C 3.826 -3.218 1.437 -0.423
C 3.940 -2.839 0.109 0.326
H 7.428 -2.229 -0.141 0.420
H 7.141 -3.256 2.355 0.295
H 2.831 -3.602 1.927 0.254
H 2.887 -2.762 -0.449 0.304
O 0.613 -0.376 3.633 -0.284
C 0.583 0.299 4.567 0.421
C -0.215 1.597 4.571 -0.285
C -0.042 2.520 5.832 -0.856
C 0.746 2.091 7.063 0.266
O 0.782 2.758 8.057 -0.519
C 1.460 0.853 6.985 -0.252
C 1.330 -0.049 5.772 -0.257
H -0.971 1.879 3.834 0.526
H -0.537 3.343 5.813 0.747
H 2.069 0.244 7.844 0.261
H 1.873 -1.116 5.474 0.190
O 1.490 -4.041 -2.274 -0.393
C 1.414 -5.265 -2.339 0.342
C 2.542 -6.142 -1.770 -0.148
C 2.309 -7.619 -1.609 -0.289
C 1.092 -8.308 -1.984 0.217
O 0.948 -9.501 -2.031 -0.520
C 0.034 -7.446 -2.588 -0.360
C 0.177 -6.005 -2.732 -0.523
H 3.558 -5.780 -1.517 0.418
H 3.243 -8.213 -1.115 0.238
H -0.879 -7.794 -2.853 0.499
H -0.636 -5.729 -3.267 0.508
O -1.344 -1.335 -1.948 -0.841
C -0.508 -0.608 -1.415 0.457
C -0.931 0.280 -0.169 -1.070
C 0.222 1.161 0.434 -0.403
C 1.596 1.090 0.138 0.297
O 2.435 1.755 0.752 -0.792
C 1.876 0.204 -1.035 0.133
C 0.854 -0.645 -1.778 -0.606
H -1.839 0.530 0.095 1.366
H -0.250 1.813 1.175 0.617
H 2.990 0.203 -1.556 0.284
H 1.317 -1.350 -2.489 0.471
O 7.103 4.631 -0.608 -0.572
C 5.934 4.353 -1.022 0.180
C 4.785 5.188 -0.623 -0.290
C 3.376 4.801 -1.224 -0.092
C 3.137 3.641 -1.980 0.539
O 2.046 3.431 -2.372 -0.474
C 4.228 2.827 -2.374 -0.143
C 5.572 3.137 -1.822 -0.496
H 4.647 6.012 0.109 0.402
H 2.507 5.584 -0.746 0.159
H 4.076 1.961 -3.144 0.386
H 6.437 2.569 -2.234 0.388
O -2.947 2.946 0.400 -0.549
C -3.061 3.438 -0.675 0.296
C -4.447 3.896 -1.269 -0.453
C -4.426 4.558 -2.649 -0.359
C -3.260 4.616 -3.490 0.655
O -3.376 5.117 -4.607 -0.598
C -2.056 4.208 -2.900 -0.898
C -1.920 3.625 -1.597 0.499
H -5.543 3.756 -0.669 0.235
H -5.359 4.826 -3.068 0.452
H -1.151 4.305 -3.522 0.386
H -0.929 3.193 -1.377 0.403
C -1.614 1.015 -4.853 -0.792
C -2.950 0.301 -4.816 0.490
C -2.754 -1.058 -5.294 -1.438
O -3.411 0.237 -3.408 -0.389
H -1.234 1.336 -5.834 0.464
H -0.854 0.327 -4.470 0.148
H -1.881 2.046 -4.345 -0.048
H -3.827 0.794 -5.149 0.416
H -2.474 -1.111 -6.269 0.583
H -3.666 -1.715 -5.146 0.264
H -1.871 -1.682 -4.996 0.178
H -2.926 -0.298 -2.901 0.157
C -1.651 -3.007 1.060 -1.371
C -1.286 -3.128 2.456 1.814
C -2.432 -2.781 3.307 -1.687
O -0.829 -4.427 2.889 -0.618
H -0.786 -3.044 0.516 0.439
H -2.373 -2.274 0.676 -0.121
H -1.995 -4.079 0.799 0.292
H -0.334 -2.392 2.572 -0.285
H -2.015 -2.766 4.194 0.580
H -3.293 -3.565 3.244 0.214
H -2.705 -1.743 3.034 0.318
H 0.121 -4.202 3.323 0.419
C -5.144 -2.108 -1.566 -1.441
C -5.985 -3.038 -0.728 0.668
C -5.828 -2.987 0.771 -1.150
O -7.397 -2.775 -1.061 -0.633
H -5.188 -2.262 -2.520 0.634
H -4.053 -2.095 -1.324 0.005
H -5.642 -1.215 -1.457 0.587
H -6.163 -4.054 -0.920 0.245
H -6.232 -2.034 1.355 0.299
H -4.857 -2.922 1.025 -0.050
H -6.461 -3.576 1.262 0.556
H -7.506 -2.655 -2.190 0.318
```

Summary:
spin multiplicity	1
energy above the lowest of the compared OMol25 structures with the same formula, charge and spin	24.4291	eV
charge	0
E_HOMO	-9.6	eV
SMILES	O=C1C=CC(=O)C=C1.O=C1C=CC(=O)C=C1.O=C1C=CC(=O)C=C1.O=C1C=CC(=O)C=C1.O=C1C=CC(=O)C=C1.O=C1C=CC(=O)C=C1.O=C1C=CC(=O)C=C1.CC(C)O.CC(C)O.CC(C)O

=====

Entry from the OMol25 dataset: a structure of composition C51H54AsBGeN5S2V (ωB97M-V/def2-TZVPD).

```
116
Properties=species:S:1:pos:R:3:mulliken_charge:R:1
V -0.528 0.020 -1.357 0.544
C -4.931 -1.221 -1.060 -0.624
N -4.310 -0.874 -2.342 0.418
C -4.611 -1.461 -3.598 -0.613
C -3.768 -0.853 -4.508 -0.611
N -2.931 0.087 -3.858 0.175
B -1.449 0.443 -4.303 1.061
N -0.962 -0.746 -5.035 0.365
C -0.969 -1.093 -6.359 -0.833
C -0.691 -2.456 -6.494 -0.428
N -0.323 -2.859 -5.217 0.152
C 0.287 -4.164 -4.881 -0.863
C -0.485 -1.774 -4.387 0.209
S -0.087 -1.970 -2.751 -0.706
C -3.267 0.051 -2.552 -0.115
S -2.654 1.084 -1.328 -0.580
H -4.859 -2.352 -0.921 0.319
H -5.981 -0.882 -0.979 0.310
H -4.395 -0.699 -0.238 -0.098
H -5.338 -2.260 -3.725 0.464
H -3.608 -1.046 -5.576 0.495
H -0.889 0.561 -3.125 -0.707
H -1.552 1.471 -4.902 -0.152
H -1.396 -0.352 -7.082 0.415
H -0.715 -3.144 -7.375 0.430
H 1.180 -4.348 -5.460 0.341
H -0.471 -4.959 -4.999 0.329
H 0.565 -4.086 -3.804 0.226
C 0.739 1.161 -1.437 -0.251
Ge 2.551 1.726 -1.250 2.203
C 3.532 1.180 -2.839 -0.060
C 3.139 0.108 -3.631 0.370
C 3.794 -0.212 -4.867 -0.970
C 4.797 0.665 -5.325 -0.427
C 5.172 1.784 -4.570 -0.891
C 4.630 1.964 -3.327 -0.384
C 2.930 3.634 -0.956 0.016
C 3.097 4.101 0.360 -0.402
C 3.458 5.417 0.630 -0.682
C 3.701 6.300 -0.460 -0.342
C 3.463 5.910 -1.755 -0.848
C 3.050 4.578 -2.001 -0.218
C 3.246 0.812 0.269 0.032
C 4.584 0.711 0.449 -0.339
C 5.085 0.138 1.625 -0.855
C 4.315 -0.515 2.529 -1.213
C 2.842 -0.490 2.486 0.328
C 2.290 0.219 1.181 1.203
H 2.359 -0.495 -3.299 -0.106
H 3.536 -1.155 -5.324 0.464
H 5.285 0.506 -6.261 0.400
H 5.966 2.468 -4.948 0.340
H 5.031 2.728 -2.743 0.570
H 3.071 3.497 1.302 0.214
H 3.494 5.692 1.685 0.386
H 4.030 7.349 -0.302 0.314
H 3.509 6.670 -2.489 0.438
H 2.778 4.327 -3.019 0.452
H 5.235 1.094 -0.326 0.412
H 6.154 0.251 1.830 0.332
H 4.777 -0.918 3.440 0.367
H 2.422 -0.046 3.400 0.391
H 1.495 0.945 1.564 -1.081
C -5.814 -3.692 3.990 -1.483
C -4.876 -2.882 3.145 0.705
C -3.698 -3.484 2.739 -1.308
C -2.656 -2.712 2.084 0.643
C -1.681 -3.383 1.151 -0.890
C -2.789 -1.325 2.040 1.051
As -1.322 0.000 1.410 2.001
N 0.025 -0.829 0.335 1.069
C 1.455 -1.060 0.752 1.326
C 2.067 -1.788 -0.357 -0.697
C 2.555 -3.068 -0.258 -1.146
C 2.767 -3.760 0.966 -1.148
C 2.528 -3.086 2.100 -0.801
C 1.868 -1.754 2.157 0.677
C -0.766 1.146 2.967 0.121
C -0.696 0.607 4.271 0.678
C -0.963 -0.843 4.470 -1.638
C -0.508 1.347 5.414 -0.994
C -0.580 2.736 5.366 0.827
C -0.627 3.684 6.534 -1.314
C -0.669 3.324 4.046 -0.892
C -0.708 2.566 2.892 0.525
C -0.680 3.300 1.555 -1.326
C -4.074 -0.725 2.301 -0.060
C -4.298 0.747 2.034 -1.215
C -5.102 -1.534 2.807 -1.141
H -6.783 -3.992 3.476 0.281
H -6.102 -3.207 4.947 0.314
H -5.333 -4.626 4.292 0.378
H -3.595 -4.531 2.827 0.428
H -1.994 -3.319 0.087 0.152
H -1.436 -4.428 1.420 0.426
H -0.710 -2.881 1.207 -0.139
H 1.992 -1.380 -1.342 -0.014
H 2.799 -3.684 -1.166 0.236
H 3.121 -4.752 0.930 0.525
H 2.686 -3.542 3.099 0.375
H 1.112 -1.679 2.937 -0.489
H -0.831 -1.494 3.572 -0.383
H -2.003 -1.017 4.684 0.352
H -0.338 -1.234 5.303 0.563
H -0.436 0.752 6.310 0.466
H -1.358 3.407 7.308 0.317
H -0.732 4.739 6.140 0.311
H 0.266 3.678 7.129 0.333
H -0.551 4.396 3.991 0.315
H 0.120 4.064 1.437 0.368
H -1.610 3.903 1.349 0.373
H -0.403 2.572 0.753 -0.348
H -3.697 1.439 2.654 0.225
H -5.355 1.098 2.194 0.365
H -3.975 1.047 1.021 0.192
H -6.034 -1.085 3.122 0.418
```

Summary:
spin multiplicity	1
charge	0
E_HOMO (alpha / beta)	-6.5 / -6.5	eV

=====

Entry from the OMol25 dataset: a structure of composition C51H54Cl4N4O7SZr (ωB97M-V/def2-TZVPD).

```
122
Properties=species:S:1:pos:R:3:mulliken_charge:R:1
Zr -0.193 0.277 -0.584 -2.415
C 5.439 2.953 -0.375 -0.850
C 4.902 2.702 1.036 -1.330
C 3.417 2.522 1.031 0.551
C 2.450 3.443 1.284 0.488
C 2.604 4.898 1.603 -1.076
C 2.365 5.766 0.364 -0.741
C 1.175 2.760 1.114 0.576
N 1.378 1.452 0.744 -0.201
C 2.720 1.287 0.676 0.604
C 3.368 0.134 0.289 -1.836
C 2.625 -1.082 -0.207 2.304
C 3.324 -2.407 -0.139 0.350
C 4.783 -2.594 -0.404 -1.523
C 5.551 -2.752 0.912 -1.228
C 2.418 -3.306 0.278 1.265
C 1.148 -2.591 0.494 0.954
C -0.054 -3.251 0.707 -1.193
C -1.307 -2.640 0.576 0.421
N -1.526 -1.314 0.612 -0.165
C -2.883 -1.145 0.438 0.879
C -3.517 0.075 0.491 -0.982
C -2.878 1.305 0.729 0.446
N -1.523 1.460 0.826 -0.324
C -1.310 2.769 1.122 0.323
C -0.044 3.359 1.311 -0.976
C -2.553 3.468 1.239 0.697
C -3.542 2.544 0.976 0.703
C -5.020 2.751 0.915 -1.311
C -5.477 2.917 -0.536 -0.695
C -2.710 4.926 1.532 -1.252
C -2.491 5.766 0.273 -0.637
C -3.533 -2.429 0.288 0.750
C -2.550 -3.369 0.386 0.440
C -2.685 -4.848 0.198 -1.260
C -2.689 -5.225 -1.290 -0.911
C -5.004 -2.646 0.126 -1.329
C -5.733 -2.544 1.472 -1.303
N 1.307 -1.277 0.340 -0.617
C 2.610 -4.777 0.484 -1.100
C 2.568 -5.140 1.969 -1.366
H 6.516 3.127 -0.361 0.409
H 4.950 3.822 -0.810 0.175
H 5.232 2.094 -1.009 0.097
H 5.174 3.549 1.675 0.408
H 5.380 1.809 1.449 0.348
H 3.610 5.097 1.991 0.336
H 1.889 5.182 2.381 0.408
H 3.157 5.616 -0.365 0.206
H 2.341 6.823 0.630 0.391
H 1.424 5.498 -0.107 -0.041
H 4.443 0.105 0.219 0.397
H 5.161 -1.733 -0.956 0.271
H 4.943 -3.484 -1.020 0.590
H 5.402 -1.880 1.542 0.257
H 6.618 -2.882 0.731 0.438
H 5.183 -3.622 1.450 0.205
H -0.028 -4.328 0.792 0.245
H -4.590 0.096 0.357 0.442
H -0.045 4.401 1.605 0.175
H -5.294 3.640 1.493 0.392
H -5.534 1.897 1.366 0.313
H -5.007 3.794 -0.976 0.097
H -6.559 3.034 -0.599 0.493
H -5.184 2.054 -1.128 -0.005
H -1.986 5.225 2.298 0.390
H -3.711 5.121 1.931 0.431
H -1.525 5.532 -0.164 -0.073
H -2.529 6.832 0.503 0.436
H -3.254 5.542 -0.468 0.145
H -3.613 -5.204 0.661 0.434
H -1.854 -5.362 0.689 0.415
H -3.575 -4.830 -1.779 0.252
H -2.672 -6.311 -1.418 0.438
H -1.825 -4.797 -1.792 0.054
H -5.185 -3.637 -0.299 0.382
H -5.404 -1.907 -0.570 0.343
H -5.361 -3.303 2.160 0.299
H -6.808 -2.685 1.342 0.432
H -5.558 -1.570 1.925 0.259
H 3.573 -5.085 0.067 0.435
H 1.825 -5.319 -0.048 -0.039
H 3.373 -4.640 2.503 0.318
H 2.676 -6.216 2.114 0.434
H 1.627 -4.812 2.399 0.298
Cl -2.308 5.360 -4.792 -0.284
C -2.208 3.903 -3.872 0.362
C -3.165 2.921 -4.027 0.553
Cl -4.449 3.118 -5.151 -0.289
C -3.082 1.744 -3.276 0.435
Cl -4.271 0.502 -3.409 -0.204
C -2.015 1.509 -2.421 -0.494
O -1.869 0.423 -1.733 0.050
C -1.001 2.523 -2.256 -0.877
O -0.039 2.263 -1.442 -0.095
C -1.156 3.709 -2.973 0.736
Cl 0.027 4.946 -2.743 -0.253
C 0.605 -6.930 -5.156 -1.484
C 0.464 -5.501 -4.707 1.027
C 0.141 -4.493 -5.604 -0.961
C -0.094 -3.198 -5.167 -0.947
C 0.006 -2.887 -3.825 -0.085
C 0.369 -3.880 -2.929 -0.870
C 0.610 -5.171 -3.364 -0.554
S -0.707 -1.368 -3.103 2.204
O -2.102 -1.689 -3.302 -0.732
O -0.188 -0.220 -3.817 -0.822
O -0.189 -1.477 -1.732 1.213
H 0.356 -7.038 -6.209 0.353
H -0.061 -7.567 -4.575 0.320
H 1.623 -7.289 -5.008 0.300
H 0.047 -4.727 -6.656 0.307
H -0.391 -2.423 -5.855 0.502
H 0.420 -3.622 -1.882 0.514
H 0.887 -5.933 -2.646 0.380
C 3.583 0.338 -3.503 -0.795
O 3.611 -0.542 -2.385 -0.379
C 2.542 -0.397 -1.546 -0.057
O 1.614 0.367 -1.842 -0.064
H 4.332 -0.034 -4.200 0.316
H 3.824 1.357 -3.187 0.236
H 2.587 0.336 -3.954 0.177
```

Summary:
spin multiplicity	1
energy above the lowest of the compared OMol25 structures with the same formula, charge and spin	1.9711	eV
charge	-2
E_HOMO	-0.6	eV

=====

Maximum force per entry: 12.10, 3.90, 3.78 eV/Å
Electronic energy per entry: -3252.5591, -8327.2729, -5007.8602 hartree